(1)
Computed, not measured: a cluster of 13 separate species, C39H72O39 in total in a non-equilibrium geometry, with ωB97M-V with the def2-TZVPD basis set.

```
150
C39H72O39 (ωB97M-V with the def2-TZVPD basis set)
C 16.20 -15.40 -6.84
C 17.37 -15.97 -7.58
O 17.03 -15.80 -8.92
C 15.72 -15.55 -9.01
O 15.13 -15.51 -10.06
O 15.19 -15.33 -7.81
H 16.36 -14.39 -6.49
H 15.98 -16.09 -6.03
H 17.81 -16.92 -7.26
H 18.19 -15.29 -7.36
C 16.64 -15.75 -0.56
C 16.14 -14.66 -1.50
O 16.62 -15.05 -2.74
C 17.26 -16.24 -2.68
O 17.45 -16.98 -3.66
O 17.46 -16.56 -1.44
H 15.80 -16.38 -0.25
H 17.09 -15.46 0.39
H 16.56 -13.73 -1.11
H 15.05 -14.69 -1.55
C 6.02 -15.42 -2.99
C 5.98 -14.84 -4.33
O 7.20 -15.13 -4.90
C 7.85 -16.04 -4.25
O 9.00 -16.43 -4.46
O 7.12 -16.31 -3.15
H 5.07 -15.91 -2.78
H 6.27 -14.80 -2.13
H 5.72 -13.80 -4.17
H 5.21 -15.38 -4.88
C 7.05 -12.87 0.30
O 7.79 -12.53 1.50
C 9.07 -12.37 1.56
O 9.87 -12.39 0.64
O 9.39 -12.02 2.85
C 10.76 -11.81 3.31
H 7.00 -11.91 -0.20
H 6.04 -13.08 0.66
H 7.55 -13.65 -0.28
H 11.14 -12.73 3.74
H 10.85 -10.98 4.00
H 11.51 -11.69 2.52
C 15.85 -11.79 -8.78
O 15.04 -11.69 -7.60
C 14.16 -10.79 -7.36
O 13.92 -9.87 -8.15
O 13.66 -11.13 -6.12
C 12.51 -10.57 -5.54
H 16.58 -12.59 -8.64
H 16.52 -10.94 -8.94
H 15.18 -11.85 -9.63
H 12.52 -9.53 -5.85
H 12.49 -10.52 -4.45
H 11.63 -10.98 -6.04
C 3.56 -15.60 1.74
O 4.89 -15.76 2.26
C 5.92 -15.91 1.34
O 5.89 -15.81 0.10
O 7.07 -16.10 2.04
C 8.26 -16.37 1.28
H 3.36 -16.19 0.85
H 3.24 -14.58 1.55
H 2.88 -15.96 2.51
H 8.70 -17.31 1.62
H 8.90 -15.52 1.51
H 8.19 -16.50 0.20
C 5.80 -22.67 -2.18
O 6.32 -21.33 -2.09
C 7.57 -21.06 -2.43
O 8.35 -21.90 -2.96
O 7.78 -19.78 -2.11
C 8.80 -19.05 -2.68
H 5.70 -23.06 -3.19
H 4.75 -22.42 -2.01
H 6.18 -23.39 -1.46
H 8.48 -18.77 -3.68
H 9.74 -19.58 -2.67
H 8.90 -18.05 -2.25
C 8.94 -8.78 -1.43
O 9.09 -9.08 -2.86
C 9.10 -10.41 -3.18
O 8.77 -11.34 -2.39
O 9.40 -10.45 -4.43
C 8.98 -11.58 -5.14
H 8.78 -7.71 -1.29
H 9.87 -9.11 -0.97
H 8.18 -9.40 -0.94
H 8.26 -11.34 -5.92
H 8.48 -12.36 -4.57
H 9.87 -12.10 -5.51
C 12.83 -11.47 -0.88
O 14.26 -11.57 -1.30
C 15.10 -10.66 -1.03
O 14.79 -9.48 -0.84
O 16.34 -11.24 -1.03
C 17.43 -10.48 -0.52
H 12.21 -12.36 -1.02
H 12.33 -10.80 -1.57
H 12.59 -11.20 0.15
H 18.39 -10.90 -0.23
H 16.98 -10.07 0.38
H 17.47 -9.62 -1.19
C 14.24 -13.91 -4.06
O 12.86 -13.53 -3.84
C 12.03 -14.49 -3.27
O 12.33 -15.68 -3.01
O 10.91 -13.80 -3.08
C 10.01 -14.26 -2.05
H 14.97 -13.43 -3.41
H 14.51 -13.57 -5.06
H 14.52 -14.97 -4.03
H 9.01 -13.86 -2.21
H 10.31 -13.88 -1.07
H 9.76 -15.32 -1.93
C 12.18 -18.43 -4.82
O 11.47 -19.63 -4.90
C 10.68 -20.10 -5.86
O 9.87 -20.98 -5.61
O 10.91 -19.51 -7.02
C 10.55 -20.24 -8.22
H 11.53 -17.84 -4.17
H 12.35 -17.89 -5.76
H 13.06 -18.53 -4.20
H 11.04 -21.20 -8.12
H 11.07 -19.71 -9.02
H 9.46 -20.28 -8.33
C 8.66 -20.03 0.96
O 9.86 -20.19 0.11
C 10.70 -19.20 -0.07
O 10.80 -18.20 0.64
O 11.50 -19.62 -1.03
C 12.47 -18.63 -1.35
H 8.37 -21.02 1.32
H 7.78 -19.72 0.40
H 8.86 -19.27 1.72
H 12.23 -17.70 -1.87
H 13.04 -19.27 -2.02
H 13.09 -18.43 -0.47
C 12.65 -15.33 0.72
O 13.00 -14.07 1.28
C 14.26 -13.72 1.60
O 15.18 -14.48 1.78
O 14.26 -12.38 1.96
C 15.45 -11.80 2.44
H 13.51 -15.86 0.32
H 11.89 -15.12 -0.04
H 12.13 -15.99 1.41
H 15.80 -11.13 1.66
H 16.27 -12.49 2.61
H 15.28 -11.15 3.30
```

Calculated values
LUMO (alpha / beta) = 0.0581 / 0.0554 Eh
Kohn-Sham gap (alpha / beta) = 1.189 / 9.758 eV
charge = -1
spin multiplicity = 2


(2)
Computed, not measured: a structure of composition C10H22ClO4P2Ru in a non-equilibrium geometry, with ωB97M-V with the def2-TZVPD basis set.

```
40
C10H22ClO4P2Ru (ωB97M-V with the def2-TZVPD basis set)
C 0.48 -0.15 -5.82
C 0.22 0.29 -4.41
H 1.56 -0.18 -6.00
H -0.01 0.55 -6.51
H 0.03 -1.14 -5.98
O 1.01 0.57 -3.57
Cl -1.57 0.36 -4.06
Ru 0.09 0.03 0.78
P -0.13 2.32 0.54
C 1.14 3.39 1.32
C -0.13 2.88 -1.21
H -0.33 3.96 -1.28
H -1.81 4.05 0.98
H -0.91 2.32 -1.74
H -2.53 2.43 0.72
H 2.12 3.14 0.92
H 0.83 2.65 -1.66
C -1.71 2.98 1.19
H 0.93 4.45 1.13
H -1.75 2.82 2.27
H 1.15 3.21 2.40
P 0.07 -2.29 0.86
C 1.42 -3.12 1.78
C -1.45 -2.99 1.61
H -0.69 -2.68 -1.39
H 0.04 -4.17 -0.70
H 1.08 -2.83 -1.27
C 0.13 -3.08 -0.79
H -2.31 -2.57 1.08
H -1.45 -4.08 1.55
H 1.31 -4.21 1.75
H 1.41 -2.78 2.82
H -1.51 -2.68 2.66
H 2.38 -2.84 1.34
C 1.61 0.17 1.77
O 2.59 0.26 2.41
O -1.63 -0.19 4.64
C -0.78 -0.28 3.64
O -1.15 0.12 2.44
H 0.20 -0.69 3.81
```

Calculated values
LUMO (alpha / beta) = -0.4043 / -0.5747 Eh
Kohn-Sham gap (alpha / beta) = 8.020 / 3.549 eV
charge = +3
spin multiplicity = 5


(3)
Computed, not measured: a structure of composition BCsH4 in a non-equilibrium geometry, with ωB97M-V with the def2-TZVPD basis set.

```
6
BCsH4 (ωB97M-V with the def2-TZVPD basis set)
Cs -2.42 1.87 -3.56
B -3.10 -1.21 -3.06
H -2.49 -0.92 -4.00
H -2.50 -2.01 -2.45
H -3.27 -0.34 -2.30
H -4.11 -1.70 -3.38
```

Calculated values
LUMO = -0.0288 Eh
Kohn-Sham gap = 7.598 eV
relative energy (zero: lowest compared OMol25 entry of this formula, charge and spin) = 7.2 kcal/mol


(4)
Computed, not measured: a cluster of 5 separate species, C40H69NS in total in a non-equilibrium geometry, with ωB97M-V with the def2-TZVPD basis set.

```
111
C40H69NS (ωB97M-V with the def2-TZVPD basis set)
C 5.80 0.44 2.35
C 5.00 0.41 1.27
C 3.53 0.21 1.37
C 2.99 -0.99 0.92
C 1.64 -1.26 0.99
C 0.81 -0.30 1.54
C 1.31 0.91 1.99
C 2.69 1.20 1.92
C 3.12 2.52 2.44
C 4.21 3.22 2.13
N 0.43 1.89 2.56
C -0.81 2.06 1.88
C -1.29 3.34 1.65
C -2.50 3.56 1.00
C -3.24 2.46 0.59
C -2.78 1.17 0.79
C -1.56 0.98 1.43
S -0.92 -0.64 1.71
H 6.57 1.20 2.44
H 5.68 -0.27 3.17
H 5.44 0.53 0.28
H 3.67 -1.74 0.51
H 1.24 -2.21 0.65
H 2.43 2.98 3.13
H 4.92 2.94 1.36
H 4.43 4.12 2.69
H 0.29 1.72 3.55
H -0.69 4.18 1.97
H -2.83 4.58 0.85
H -4.19 2.60 0.09
H -3.34 0.31 0.46
C -6.54 -3.84 -2.76
C -5.59 -3.07 -3.67
C -4.13 -3.50 -3.54
C -3.51 -3.28 -2.16
C -3.55 -1.84 -1.66
C -2.77 -0.87 -2.54
H -6.29 -3.69 -1.70
H -7.57 -3.52 -2.91
H -6.49 -4.91 -2.97
H -5.69 -2.00 -3.47
H -5.90 -3.22 -4.71
H -3.54 -2.97 -4.29
H -4.05 -4.56 -3.79
H -2.47 -3.62 -2.18
H -4.01 -3.93 -1.43
H -3.14 -1.81 -0.65
H -4.59 -1.50 -1.57
H -1.72 -1.17 -2.60
H -2.80 0.14 -2.13
H -3.17 -0.83 -3.55
C -6.40 1.90 3.03
C -7.11 3.22 2.73
C -6.14 4.40 2.62
C -5.35 4.71 3.89
C -6.21 5.01 5.12
C -7.09 6.25 4.96
H -5.88 1.92 3.98
H -7.12 1.08 3.06
H -5.68 1.67 2.24
H -7.86 3.41 3.49
H -7.65 3.12 1.78
H -6.70 5.28 2.30
H -5.42 4.18 1.83
H -4.70 5.56 3.69
H -4.68 3.87 4.12
H -5.54 5.17 5.97
H -6.83 4.15 5.37
H -6.48 7.13 4.75
H -7.66 6.44 5.87
H -7.80 6.13 4.14
C 0.93 -1.61 -9.04
C -0.11 -0.52 -8.75
C -0.52 -0.46 -7.28
C -1.19 -1.72 -6.74
C -2.45 -2.16 -7.50
C -3.57 -1.13 -7.44
H 0.55 -2.60 -8.82
H 1.21 -1.60 -10.10
H 1.83 -1.45 -8.46
H -0.99 -0.68 -9.39
H 0.31 0.45 -9.04
H -1.19 0.40 -7.14
H 0.36 -0.25 -6.68
H -1.45 -1.56 -5.69
H -0.47 -2.55 -6.75
H -2.80 -3.10 -7.06
H -2.21 -2.38 -8.54
H -3.86 -0.93 -6.40
H -4.46 -1.49 -7.96
H -3.28 -0.19 -7.90
C 9.88 -0.09 3.43
C 10.78 -1.31 3.57
C 10.10 -2.62 3.19
C 8.89 -2.99 4.05
C 9.18 -3.10 5.55
C 10.19 -4.20 5.89
H 9.01 -0.16 4.09
H 10.41 0.82 3.69
H 9.51 0.01 2.41
H 11.17 -1.36 4.59
H 11.65 -1.17 2.92
H 10.83 -3.43 3.22
H 9.77 -2.56 2.15
H 8.49 -3.94 3.70
H 8.09 -2.25 3.90
H 8.24 -3.31 6.07
H 9.53 -2.15 5.94
H 9.83 -5.17 5.55
H 10.34 -4.26 6.97
H 11.16 -4.01 5.43
```

Calculated values
LUMO = 0.0175 Eh
Kohn-Sham gap = 8.524 eV
SMILES = C=Cc1ccc2c(c1C=C)Nc1ccccc1S2.CCCCCC.CCCCCC.CCCCCC.CCCCCC


(5)
Computed, not measured: a cluster of 2 separate species, C6H15N2 in total in a non-equilibrium geometry, with ωB97M-V with the def2-TZVPD basis set.

```
23
C6H15N2 (ωB97M-V with the def2-TZVPD basis set)
N 1.25 0.95 2.83
C 0.90 0.09 -0.50
C 0.62 -1.30 -0.80
C -0.08 -2.16 0.24
C -1.26 -2.69 -0.04
C 0.52 1.19 -1.47
N -0.91 1.49 -1.46
C -1.49 1.61 -0.11
H 1.92 0.25 3.13
H 1.65 1.81 3.20
H 1.14 1.04 1.84
H 1.73 0.39 0.14
H 1.58 -1.79 -1.04
H 0.07 -1.39 -1.74
H 0.40 -2.46 1.16
H -1.79 -3.31 0.67
H -1.71 -2.56 -1.02
H 1.02 2.09 -1.13
H 0.75 0.88 -2.49
H -1.44 0.88 -2.06
H -2.56 1.72 -0.25
H -1.19 0.77 0.53
H -1.11 2.52 0.36
```

Calculated values
LUMO = -0.2691 Eh
Kohn-Sham gap = 6.240 eV
relative energy (zero: lowest compared OMol25 entry of this formula, charge and spin) = 121.0 kcal/mol
charge = +1


(6)
Computed, not measured: a structure of composition C24H32AlAsBrN7O3, with ωB97M-V with the def2-TZVPD basis set.

```
69
C24H32AlAsBrN7O3 (ωB97M-V with the def2-TZVPD basis set)
Al -0.13 -0.43 0.00
Br -0.61 5.30 -4.32
C -1.18 5.54 -2.54
C -2.43 5.07 -2.15
C -2.83 5.21 -0.83
C -1.98 5.83 0.08
C -0.77 6.37 -0.33
C -0.35 6.20 -1.64
N -2.39 6.04 1.45
N -2.63 5.08 2.19
C -2.44 3.73 1.73
C -3.50 2.88 1.61
C -3.35 1.54 1.18
C -2.10 1.06 0.90
O -1.82 -0.19 0.47
C -0.99 1.92 1.08
N 0.22 1.35 0.82
C 1.33 2.04 1.02
C 1.29 3.35 1.51
C 0.08 3.95 1.75
C -1.12 3.24 1.52
H -3.08 4.61 -2.87
H -3.80 4.86 -0.52
H -0.16 6.92 0.37
H 0.59 6.61 -1.97
H -4.49 3.26 1.82
H -4.22 0.91 1.07
H 2.26 1.53 0.82
H 2.22 3.87 1.69
H 0.04 4.96 2.13
N -0.62 -2.41 -0.42
C 0.35 -3.27 0.32
C -0.30 -3.72 1.64
C 0.57 -4.44 2.67
C 1.14 -5.80 2.25
N 2.37 -5.64 1.47
C 3.24 -6.61 1.23
N 2.96 -7.87 1.54
N 4.41 -6.31 0.66
C 1.61 -2.43 0.59
O 2.67 -2.96 0.85
O 1.43 -1.15 0.55
H -1.58 -2.57 -0.11
H -0.60 -2.63 -1.41
H 0.63 -4.13 -0.28
H -1.15 -4.36 1.38
H -0.72 -2.83 2.12
H -0.06 -4.61 3.54
H 1.39 -3.80 3.01
H 0.40 -6.36 1.68
H 1.37 -6.37 3.16
H 2.63 -4.68 1.23
H 2.06 -8.14 1.91
H 3.64 -8.60 1.41
H 4.69 -5.34 0.56
H 5.09 -7.01 0.47
C -1.17 1.96 -2.45
As 0.06 0.47 -2.35
C 1.76 1.26 -2.84
C -0.42 -0.65 -3.84
H -1.15 2.38 -3.45
H -0.86 2.73 -1.74
H -2.17 1.62 -2.20
H 1.65 1.74 -3.82
H 2.53 0.50 -2.89
H 2.03 2.01 -2.10
H -0.40 -0.06 -4.76
H -1.43 -1.04 -3.70
H 0.28 -1.47 -3.94
```

Calculated values
LUMO = -0.1950 Eh
Kohn-Sham gap = 7.232 eV
relative energy (zero: lowest compared OMol25 entry of this formula, charge and spin) = 0.0 kcal/mol
charge = +2


(7)
Computed, not measured: an isolated molecule of C4H4O2 in a non-equilibrium geometry, with ωB97M-V with the def2-TZVPD basis set.

```
10
C4H4O2 (ωB97M-V with the def2-TZVPD basis set)
C 1.34 -0.42 0.90
C 1.01 -0.69 -0.34
O -0.32 -0.87 -0.70
C -0.93 0.38 -0.73
C -2.05 0.70 -0.10
O -3.10 1.12 0.32
H 0.56 -0.26 1.59
H 2.35 -0.29 1.22
H 1.61 -0.93 -1.14
H -0.48 1.26 -1.01
```

Calculated values
LUMO = 0.0160 Eh
Kohn-Sham gap = 9.222 eV
SMILES = C=COC=C=O
relative energy (zero: lowest compared OMol25 entry of this formula, charge and spin) = 60.8 kcal/mol


(8)
Computed, not measured: a cluster of 2 separate species, CH7NS2 in total in a non-equilibrium geometry, with ωB97M-V with the def2-TZVPD basis set.

```
11
CH7NS2 (ωB97M-V with the def2-TZVPD basis set)
C 2.21 0.30 0.55
N 1.42 -0.95 0.28
H 3.29 0.47 0.12
H 2.52 0.49 1.65
H 1.65 1.17 0.33
H 2.16 -1.57 0.03
H 0.81 -0.95 -0.50
S -3.44 1.46 -0.52
S -3.25 -0.48 -1.49
H -4.66 1.26 0.14
H -2.71 -1.21 -0.59
```

Calculated values
LUMO = -0.0048 Eh
Kohn-Sham gap = 9.309 eV
SMILES = CN.SS
relative energy (zero: lowest compared OMol25 entry of this formula, charge and spin) = 30.5 kcal/mol


| no. | E_tot (a.u.) |
| --- | --- |
| 1 | -4463.440061 |
| 2 | -1931.733546 |
| 3 | -47.310923 |
| 4 | -2018.405936 |
| 5 | -346.719814 |
| 6 | -6594.722048 |
| 7 | -305.182584 |
| 8 | -893.372048 |